(1)
This record from OMol25 describes C3H10N4 in the gas phase. The level of theory is ωB97M-V with the def2-TZVPD basis set.

Calculated values
structure (SMILES) = C/C(N)=C(/N)NN
E_LUMO = 0.0340 hartree
E = -9232.027 eV
max |F| = 0.05082 Eh/bohr
total charge = 0
energy relative to the best compared isomer or geometry (same formula, charge and spin) = 35.9 kcal per mole

Positions of all 17 atoms, in Å:
C 0.73 0.99 -1.62
C 0.34 0.91 -0.16
N 0.86 1.93 0.64
C -0.38 -0.10 0.39
N -0.64 -0.05 1.75
N -0.89 -1.18 -0.31
N -0.94 -2.42 0.37
H 0.24 0.24 -2.25
H 0.48 1.97 -2.03
H 1.81 0.84 -1.72
H 0.89 1.61 1.61
H 1.78 2.23 0.33
H -1.34 -0.78 1.92
H -1.04 0.86 1.97
H -0.63 -1.21 -1.29
H -1.28 -3.16 -0.24
H 0.01 -2.69 0.65

***

(2)
This record from OMol25 describes a 2-piece molecular cluster, C6H10O overall. The level of theory is ωB97M-V with the def2-TZVPD basis set.

Calculated values
structure (SMILES) = C=C1[C@H]2C[C@H]2[C@H]1O.[H][H]
E_LUMO = 0.0346 hartree
E = -8428.355 eV
max |F| = 0.00709 Eh/bohr
total charge = 0
energy relative to the best compared isomer or geometry (same formula, charge and spin) = 66.5 kcal per mole

Positions of all 17 atoms, in Å:
C -0.92 -0.27 -2.01
C -0.50 -0.07 -0.77
C 0.15 1.06 -0.05
C -0.43 1.22 1.33
C 0.53 0.10 1.09
C -0.18 -1.05 0.37
O -1.22 -1.74 1.03
H -0.93 0.53 -2.74
H -1.24 -1.26 -2.34
H 0.72 1.85 -0.51
H -1.49 1.02 1.51
H -0.05 2.06 1.89
H 1.48 0.03 1.60
H 0.51 -1.82 0.03
H -1.87 -1.09 1.31
H 2.39 -0.21 -1.01
H 3.06 -0.36 -0.73

***

(3)
This record from OMol25 describes a 2-piece molecular cluster, C15H22BrN3O10P3 overall. The level of theory is ωB97M-V with the def2-TZVPD basis set.

Calculated values
E_LUMO = -0.1929 hartree
E = -138757.050 eV
max |F| = 0.12598 Eh/bohr
total charge = +1

Positions of all 54 atoms, in Å:
C -0.86 -0.82 1.96
C -1.19 0.46 1.04
Br 0.25 1.83 1.02
C -1.64 0.08 -0.46
C -0.58 -0.80 -1.26
C 0.67 -0.16 -1.96
C 1.61 -1.15 -2.75
C 2.85 -0.49 -3.50
P 2.19 1.02 -4.49
O 3.00 1.14 -5.80
O 2.41 2.48 -3.63
O 0.55 0.81 -4.97
N 1.26 -2.54 -2.73
C 2.25 -3.44 -3.47
N 2.08 -4.83 -2.91
N 0.24 -3.17 -2.17
C -0.69 -2.37 -1.45
P -2.22 -3.22 -0.67
P -3.75 -2.97 -2.25
O -5.17 -3.18 -1.73
O -3.49 -1.36 -2.84
O -3.35 -3.99 -3.58
H -1.01 -0.51 3.07
H -1.61 -1.68 1.78
H 0.22 -1.13 1.79
H -2.11 0.96 1.52
H -1.89 1.05 -1.03
H -2.65 -0.48 -0.39
H 0.91 0.96 -1.92
H 3.36 -1.15 -4.28
H 3.68 -0.16 -2.76
H 1.51 2.88 -3.51
H 0.03 1.31 -4.30
H 2.07 -3.45 -4.60
H 3.32 -3.14 -3.18
H 2.97 -5.33 -2.96
H 1.33 -5.32 -3.42
H -1.93 -4.62 -0.49
H -2.58 -1.37 -3.26
H -3.40 -3.40 -4.38
C 0.50 3.91 7.14
C -0.18 2.80 6.88
C -0.62 2.46 5.50
O -1.23 1.42 5.29
C -0.30 3.40 4.42
C 0.38 4.52 4.68
C 0.84 4.85 6.06
O 1.47 5.87 6.26
O 0.68 5.41 3.70
O -0.51 1.92 7.87
H 0.82 4.17 8.14
H -0.64 3.16 3.43
H 1.17 6.13 4.14
H -1.00 1.20 7.43

***

(4)
This record from OMol25 describes a 2-piece molecular cluster, C4H10N2O2 overall. The level of theory is ωB97M-V with the def2-TZVPD basis set.

Calculated values
structure (SMILES) = CC(N)=O.CC(N)=O
E_LUMO = 0.0188 hartree
E = -11386.150 eV
max |F| = 0.03479 Eh/bohr
total charge = 0
energy relative to the best compared isomer or geometry (same formula, charge and spin) = 17.4 kcal per mole

Positions of all 18 atoms, in Å:
C -2.14 1.44 -1.76
C -1.23 0.45 -1.05
N -1.67 -0.85 -1.11
O -0.19 0.69 -0.46
H -1.62 2.38 -1.78
H -3.09 1.58 -1.24
H -2.42 1.06 -2.74
H -1.18 -1.41 -0.43
H -2.56 -1.15 -1.46
C 2.24 0.39 0.87
C 2.20 -0.90 1.61
N 0.89 -1.21 2.04
O 3.15 -1.59 1.86
H 1.50 1.12 1.18
H 1.93 0.30 -0.17
H 3.25 0.80 0.74
H 0.80 -2.08 2.53
H 0.15 -1.00 1.39

***

(5)
This record from OMol25 describes C6H9N as an isolated structure. The level of theory is ωB97M-V with the def2-TZVPD basis set.

Calculated values
E_LUMO = 0.0280 hartree
E = -7852.809 eV
max |F| = 0.05194 Eh/bohr
total charge = 0
energy relative to the best compared isomer or geometry (same formula, charge and spin) = 123.4 kcal per mole

Positions of all 16 atoms, in Å:
C 1.14 -1.24 0.26
C 0.87 0.22 0.09
C 0.68 0.85 -1.10
C -1.15 0.24 -0.50
C -1.91 -0.46 -1.17
C -0.99 0.71 0.95
N 0.46 0.93 1.24
H 0.99 -1.78 -0.68
H 0.52 -1.73 1.02
H 2.18 -1.30 0.57
H 0.91 0.36 -2.03
H 0.55 1.93 -1.11
H -2.09 -0.71 -2.19
H -1.53 1.64 1.03
H -1.40 -0.11 1.54
H 0.77 0.45 2.09

***

(6)
This record from OMol25 describes a 9-piece molecular cluster, C28H78N7O13 overall. The level of theory is ωB97M-V with the def2-TZVPD basis set.

Calculated values
E_LUMO = 0.0785 hartree
E = -67339.328 eV
max |F| = 0.07138 Eh/bohr
total charge = -1
energy relative to the best compared isomer or geometry (same formula, charge and spin) = 5.6 kcal per mole

Positions of all 126 atoms, in Å:
N 0.64 0.63 -1.18
O -0.18 1.52 -1.17
O 0.85 -0.14 -0.22
O 1.26 0.41 -2.23
C 3.22 0.08 7.15
C 1.94 0.71 6.54
O 1.15 -0.27 5.94
O 4.40 0.17 6.32
H 3.09 -0.95 7.48
H 3.54 0.64 8.03
H 2.03 1.60 5.92
H 1.44 1.07 7.44
H 1.54 -0.44 5.08
H 5.12 -0.30 6.76
C 3.12 4.95 -6.18
C 1.99 5.87 -5.64
O 0.92 5.94 -6.51
O 2.81 3.54 -6.36
H 3.84 4.91 -5.36
H 3.66 5.29 -7.06
H 2.36 6.87 -5.42
H 1.59 5.42 -4.73
H 0.47 5.11 -6.34
H 2.57 3.18 -5.50
C 6.76 -6.39 -1.63
C 5.52 -5.53 -1.41
C 5.07 -5.65 0.03
O 4.28 -6.86 0.03
C 4.59 -7.75 1.07
N 5.86 -4.19 -1.79
H 6.49 -7.45 -1.58
H 7.51 -6.22 -0.86
H 7.14 -6.20 -2.63
H 4.74 -5.97 -2.04
H 4.42 -4.88 0.44
H 5.92 -5.66 0.72
H 4.00 -7.79 1.98
H 5.65 -7.87 1.29
H 4.43 -8.70 0.57
H 5.01 -3.73 -2.08
H 6.20 -3.66 -1.00
C -2.06 -7.23 -2.06
C -2.60 -7.37 -0.61
C -3.16 -8.75 -0.34
O -4.23 -9.13 -1.16
C -4.73 -10.40 -0.80
N -1.65 -6.78 0.30
H -1.46 -8.12 -2.25
H -1.42 -6.38 -2.28
H -2.85 -7.13 -2.81
H -3.49 -6.73 -0.68
H -3.52 -8.82 0.69
H -2.37 -9.50 -0.38
H -4.03 -11.19 -1.07
H -5.58 -10.49 -1.47
H -4.97 -10.49 0.26
H -1.45 -5.83 0.03
H -0.78 -7.22 0.05
C -0.77 8.10 2.39
C -1.59 7.28 3.41
C -2.23 8.22 4.48
O -1.23 9.04 5.13
C -1.82 9.69 6.25
N -2.61 6.51 2.70
H 0.19 8.43 2.80
H -1.42 8.91 2.06
H -0.56 7.57 1.47
H -0.96 6.53 3.90
H -2.76 7.57 5.18
H -2.99 8.86 4.04
H -1.99 9.03 7.10
H -2.78 10.16 6.04
H -1.07 10.44 6.51
H -2.83 5.68 3.23
H -2.23 6.03 1.90
C -5.28 0.40 -5.41
C -5.12 1.93 -5.51
C -5.94 2.73 -4.48
O -7.32 2.40 -4.52
C -8.21 3.13 -3.66
N -3.78 2.38 -5.30
H -5.33 0.10 -4.36
H -4.50 -0.13 -5.95
H -6.21 -0.02 -5.81
H -5.55 2.08 -6.50
H -5.73 3.79 -4.60
H -5.57 2.60 -3.46
H -8.05 2.85 -2.61
H -9.26 2.97 -3.88
H -8.09 4.21 -3.75
H -3.55 2.30 -4.32
H -3.10 1.84 -5.81
C -5.50 -2.68 2.87
C -5.58 -1.70 1.71
C -6.98 -1.24 1.25
O -7.72 -2.40 0.74
C -7.41 -2.83 -0.57
N -4.74 -0.59 2.13
H -6.31 -3.38 2.65
H -5.87 -2.14 3.75
H -4.58 -3.23 3.01
H -5.06 -2.22 0.91
H -6.82 -0.43 0.53
H -7.49 -0.86 2.13
H -8.00 -3.71 -0.82
H -6.35 -3.10 -0.65
H -7.74 -2.14 -1.34
H -4.12 -0.93 2.85
H -4.04 -0.42 1.42
C 6.44 3.64 0.87
C 7.22 2.45 0.39
C 8.72 2.60 0.63
O 9.15 3.64 -0.19
C 10.59 3.72 -0.09
N 6.65 1.35 1.07
H 6.38 3.60 1.96
H 5.41 3.75 0.53
H 6.92 4.58 0.63
H 7.08 2.34 -0.69
H 9.22 1.70 0.28
H 8.86 2.81 1.69
H 10.96 3.82 0.93
H 10.87 4.63 -0.62
H 11.10 2.95 -0.68
H 6.67 1.77 1.99
H 5.68 1.32 0.81

***

(7)
This record from OMol25 describes C41H45AuBN3O4Te as an isolated structure. The level of theory is ωB97M-V with the def2-TZVPD basis set.

Calculated values
multiplicity = 2
expectation value of S² = 0.757
E_LUMO (alpha / beta) = -0.0878 / -0.1447 hartree
E = -67567.570 eV
max |F| = 0.04479 Eh/bohr
total charge = +1
energy relative to the best compared isomer or geometry (same formula, charge and spin) = 0.0 kcal per mole

Positions of all 96 atoms, in Å:
Au 1.64 -1.49 -0.98
C -0.10 -5.51 -3.00
C 0.45 -4.11 -2.90
O 0.06 -3.31 -2.07
N 1.40 -3.79 -3.83
C 1.88 -2.44 -4.06
C 3.23 -2.11 -3.46
C 4.39 -2.31 -4.20
C 5.61 -1.89 -3.71
C 5.64 -1.25 -2.49
C 4.47 -1.12 -1.78
N 3.29 -1.56 -2.23
H -0.92 -5.61 -2.29
H 0.67 -6.25 -2.77
H -0.47 -5.70 -4.01
H 1.69 -4.51 -4.47
H 1.14 -1.75 -3.65
H 1.94 -2.28 -5.13
H 4.31 -2.79 -5.17
H 6.51 -2.03 -4.29
H 6.56 -0.85 -2.09
H 4.45 -0.63 -0.81
C -1.51 6.37 -5.59
C -2.90 5.98 -5.06
C -3.84 5.84 -6.27
C -3.40 7.09 -4.13
C -2.85 4.68 -4.26
C -4.02 3.94 -4.04
C -4.04 2.78 -3.28
C -2.85 2.37 -2.74
O -2.59 1.29 -1.90
B -1.25 1.40 -1.62
O -0.65 2.46 -2.27
C -1.69 3.07 -2.95
C -1.65 4.22 -3.70
H -1.61 7.24 -6.24
H -1.06 5.56 -6.17
H -0.83 6.65 -4.78
H -3.78 6.74 -6.89
H -4.88 5.73 -5.96
H -3.56 4.98 -6.88
H -3.43 8.05 -4.66
H -2.74 7.20 -3.27
H -4.41 6.87 -3.76
H -4.95 4.29 -4.45
H -4.96 2.24 -3.10
H -0.71 4.75 -3.82
C 1.48 -4.39 8.25
C 1.33 -3.80 6.87
C 2.42 -3.66 6.02
C 2.29 -3.15 4.73
C 3.52 -3.00 3.88
C 1.01 -2.76 4.31
Te 0.79 -2.12 2.15
N 0.01 -1.31 0.24
C -0.81 -0.35 0.10
O -0.49 0.61 -0.79
C -2.07 -0.25 0.86
C -2.62 -1.41 1.41
C -3.79 -1.34 2.15
C -4.42 -0.12 2.35
C -3.88 1.03 1.80
C -2.72 0.97 1.06
C 1.80 -0.31 2.50
C 3.07 -0.17 1.94
C 3.78 1.01 2.10
C 3.23 2.05 2.83
C 1.97 1.90 3.40
C 1.23 0.73 3.25
C -0.12 0.61 3.90
C -0.11 -2.89 5.13
C -1.51 -2.50 4.73
C 0.08 -3.40 6.41
H 2.51 -4.72 8.42
H 0.82 -5.25 8.37
H 1.22 -3.66 9.01
H 3.40 -3.96 6.36
H 4.31 -3.68 4.22
H 3.91 -1.98 3.94
H 3.32 -3.22 2.83
H -2.16 -2.36 1.20
H -4.22 -2.25 2.56
H -5.34 -0.07 2.93
H -4.37 1.98 1.96
H -2.29 1.88 0.66
H 3.49 -0.99 1.37
H 4.77 1.11 1.66
H 3.77 2.97 2.96
H 1.55 2.70 3.99
H -0.50 1.59 4.20
H -0.04 -0.01 4.80
H -0.85 0.14 3.24
H -1.55 -2.08 3.73
H -1.92 -1.77 5.43
H -2.17 -3.37 4.75
H -0.78 -3.50 7.07

***

(8)
This record from OMol25 describes C40H42F5I2N2O2S2SbSr as an isolated structure. The level of theory is ωB97M-V with the def2-TZVPD basis set.

Calculated values
E_LUMO = 0.0014 hartree
E = -108071.198 eV
max |F| = 0.05107 Eh/bohr
total charge = 0
energy relative to the best compared isomer or geometry (same formula, charge and spin) = 8.4 kcal per mole

Positions of all 97 atoms, in Å:
Sr -0.02 0.46 0.19
I 5.78 4.86 3.02
C 3.97 4.01 2.48
C 2.98 4.78 1.89
C 1.79 4.19 1.51
I 0.33 5.37 0.61
C 1.53 2.81 1.68
O 0.43 2.26 1.28
C 2.57 2.05 2.29
C 2.38 0.58 2.56
N 2.10 -0.23 1.34
C 3.21 -0.24 0.35
C 3.23 1.03 -0.50
C 4.39 1.76 -0.66
C 4.37 2.88 -1.48
C 3.20 3.23 -2.11
C 2.08 2.44 -1.90
N 2.09 1.36 -1.12
C 3.75 2.66 2.68
H 3.14 5.84 1.72
H 3.27 0.20 3.08
H 1.52 0.44 3.23
H 1.93 -1.19 1.62
H 4.18 -0.36 0.84
H 3.05 -1.09 -0.31
H 5.29 1.48 -0.13
H 5.27 3.48 -1.61
H 3.13 4.10 -2.75
H 1.13 2.69 -2.37
H 4.52 2.05 3.15
F -4.23 -4.96 -2.99
C -3.16 -4.38 -2.44
C -3.27 -3.15 -1.85
F -4.45 -2.52 -1.81
C -2.14 -2.57 -1.29
F -2.31 -1.34 -0.73
C -0.88 -3.15 -1.30
S 0.50 -2.33 -0.56
C -0.82 -4.39 -1.91
F 0.34 -5.05 -1.98
C -1.92 -5.00 -2.48
F -1.81 -6.20 -3.06
C -3.70 4.06 -3.71
C -2.28 3.57 -3.43
C -1.41 4.73 -2.92
Sb -2.18 1.88 -2.11
C -2.49 0.35 -3.59
C -3.60 0.66 -4.60
C -1.15 0.08 -4.27
C -4.12 2.05 -1.22
C -4.57 0.74 -0.57
C -4.05 3.17 -0.17
H -3.68 4.83 -4.49
H -4.15 4.51 -2.82
H -4.36 3.27 -4.06
H -1.84 3.18 -4.35
H -1.81 5.14 -1.99
H -1.38 5.54 -3.66
H -0.38 4.43 -2.71
H -2.78 -0.53 -3.01
H -3.35 1.52 -5.22
H -4.56 0.85 -4.12
H -3.74 -0.20 -5.27
H -0.82 0.95 -4.86
H -1.24 -0.76 -4.97
H -0.36 -0.16 -3.56
H -4.82 2.33 -2.00
H -3.89 0.42 0.23
H -4.63 -0.09 -1.29
H -5.56 0.86 -0.12
H -3.31 2.94 0.61
H -5.02 3.31 0.32
H -3.76 4.13 -0.60
O -1.33 -0.36 1.87
S -1.55 -1.85 2.19
C -3.28 -1.95 2.59
C -3.93 -3.13 2.30
C -5.29 -3.24 2.59
C -5.97 -2.16 3.14
C -5.29 -0.97 3.41
C -3.94 -0.85 3.13
C -0.87 -2.02 3.82
C -0.60 -0.89 4.58
C -0.07 -1.06 5.85
C 0.18 -2.34 6.34
C -0.09 -3.46 5.55
C -0.62 -3.30 4.28
H -3.40 -3.96 1.84
H -5.82 -4.15 2.36
H -7.02 -2.24 3.36
H -5.83 -0.13 3.83
H -3.41 0.08 3.31
H -0.79 0.10 4.17
H 0.15 -0.20 6.46
H 0.60 -2.47 7.33
H 0.12 -4.45 5.93
H -0.82 -4.16 3.65